{
  "formula": "C40H23BrCaF5N7O5Se",
  "method": "ωB97M-V/def2-TZVPD",
  "max_force_ev_per_a": 0.2,
  "total_charge": -2,
  "e_homo_ev": -2.569,
  "e_above_lowest_kcal_mol": 58.0,
  "total_energy_ha": -8450.254473,
  "orbital_gap_ha": 0.2299,
  "elements": ["Ca", "O", "C", "O", "C", "C", "C", "N", "C", "C", "C", "C", "C", "C", "C", "N", "C", "C", "C", "C", "C", "N", "H", "H", "H", "H", "H", "H", "H", "H", "H", "H", "O", "C", "N", "C", "C", "C", "C", "C", "C", "N", "C", "C", "C", "C", "C", "N", "H", "H", "H", "H", "H", "H", "H", "H", "H", "H", "Br", "C", "C", "N", "C", "C", "C", "C", "O", "O", "H", "H", "H", "F", "C", "C", "F", "C", "F", "C", "Se", "C", "F", "C", "F"],
  "positions_angstrom": [[1.219767, -0.221793, 0.011126], [-4.518862, -2.798201, 2.209017], [-3.791303, -3.744143, 1.861428], [-4.033689, -4.956666, 1.701505], [-2.324448, -3.343739, 1.554764], [-1.751256, -2.048031, 2.161092], [-1.528219, -0.890136, 1.280808], [-1.266687, -1.037002, 0.034749], [-1.420026, -2.335918, -0.525607], [-1.984781, -3.379312, 0.092803], [-0.784847, -2.432520, -1.859311], [-1.287331, -3.210954, -2.897822], [-0.587133, -3.259252, -4.088835], [0.588490, -2.532390, -4.217164], [1.016481, -1.782704, -3.134730], [0.349313, -1.732377, -1.984246], [-1.451912, 0.482325, 1.844090], [-2.403395, 0.921680, 2.749704], [-2.361924, 2.251530, 3.147184], [-1.370551, 3.076095, 2.649486], [-0.438489, 2.532978, 1.774273], [-0.474640, 1.265733, 1.372783], [-2.202543, -1.821669, 3.123229], [-2.113647, -4.330707, -0.408423], [-2.216968, -3.747178, -2.765761], [-0.961101, -3.849844, -4.916177], [1.159072, -2.536391, -5.135530], [1.924026, -1.188876, -3.174171], [-3.176677, 0.245553, 3.091237], [-3.110145, 2.640517, 3.826096], [-1.309498, 4.130375, 2.884869], [0.346377, 3.162243, 1.368910], [3.898164, 1.887131, -2.995802], [3.018701, 1.497241, -2.206147], [3.069970, 0.459652, -1.382941], [4.307843, -0.266482, -1.485519], [4.237577, -1.620190, -0.826985], [5.356169, -2.457035, -0.841275], [5.289757, -3.690053, -0.229333], [4.107179, -4.068016, 0.395831], [3.050462, -3.181436, 0.371164], [3.102776, -1.989777, -0.232786], [1.703408, 2.256552, -2.187341], [1.604805, 3.479176, -2.836255], [0.392288, 4.145997, -2.828283], [-0.694831, 3.554346, -2.202438], [-0.509268, 2.332014, -1.582086], [0.665678, 1.701995, -1.553626], [5.144558, 0.286439, -1.032875], [4.608602, -0.400265, -2.534722], [6.262129, -2.119394, -1.329481], [6.148648, -4.350410, -0.228241], [4.008547, -5.017282, 0.903451], [2.119298, -3.420712, 0.870754], [2.487437, 3.871025, -3.320192], [0.292036, 5.117427, -3.296754], [-1.663218, 4.035123, -2.172381], [-1.326449, 1.835756, -1.071722], [-1.008138, -5.437953, 6.150040], [-0.732651, -4.461520, 4.538945], [-1.496449, -4.724117, 3.465902], [-1.225601, -4.127751, 2.245148], [-0.435163, -2.880922, 2.306147], [0.477678, -2.677448, 3.453783], [0.326740, -3.455065, 4.527965], [1.512695, -1.574300, 3.290077], [2.239811, -1.282202, 4.233274], [1.520089, -1.061020, 2.112473], [-2.321152, -5.424754, 3.463270], [0.125353, -2.786417, 1.379499], [0.975850, -3.330331, 5.385167], [-4.169529, 6.206858, -3.315178], [-3.298750, 6.259411, -2.290206], [-3.631767, 5.744922, -1.050803], [-4.843257, 5.191435, -0.873523], [-2.726054, 5.807204, -0.007377], [-3.132739, 5.290270, 1.163239], [-1.454460, 6.375345, -0.122744], [-0.224951, 6.458453, 1.302195], [-1.163939, 6.881160, -1.394438], [0.028405, 7.442337, -1.646858], [-2.050732, 6.831119, -2.453364], [-1.707019, 7.327254, -3.658003]],
  "atomic_forces_ev_per_a": [[0.0548, -0.0110, -0.0377], [-0.0044, -0.0030, 0.0009], [0.0033, 0.0030, 0.0008], [0.0000, -0.0019, -0.0028], [0.0047, 0.0028, 0.0039], [0.0056, -0.0122, -0.0111], [-0.0037, -0.0376, 0.0401], [-0.0348, -0.0229, 0.0216], [0.0241, 0.0258, -0.0111], [-0.0039, -0.0188, -0.0178], [-0.0008, 0.0008, -0.0011], [0.0024, 0.0042, -0.0039], [0.0067, 0.0034, -0.0049], [-0.0083, -0.0058, 0.0003], [0.0089, 0.0005, 0.0002], [-0.0125, 0.0324, 0.0643], [0.0143, 0.0068, -0.0275], [0.0068, 0.0128, -0.0021], [-0.0234, -0.0126, 0.0139], [0.0148, 0.0058, -0.0057], [-0.0055, 0.0000, 0.0031], [0.0605, -0.0466, -0.0545], [-0.0102, 0.0036, -0.0051], [-0.0031, -0.0011, 0.0047], [-0.0003, 0.0017, 0.0044], [0.0003, -0.0004, -0.0005], [0.0023, 0.0018, 0.0012], [0.0001, -0.0009, -0.0012], [0.0007, -0.0002, -0.0002], [0.0005, -0.0005, -0.0003], [0.0056, 0.0005, 0.0000], [-0.0003, 0.0014, -0.0064], [0.0311, -0.0103, 0.0271], [-0.0210, 0.0821, -0.0924], [-0.0363, -0.0307, 0.0023], [-0.0054, -0.0203, 0.0258], [-0.0711, -0.0375, 0.0423], [-0.0052, 0.0151, -0.0001], [0.0012, -0.0142, 0.0054], [0.0014, 0.0035, -0.0031], [-0.0009, 0.0053, -0.0073], [0.0878, 0.0362, -0.0263], [-0.0273, -0.0246, 0.0238], [0.0070, 0.0107, -0.0088], [-0.0038, 0.0009, 0.0077], [0.0030, -0.0180, -0.0035], [-0.0251, 0.0211, -0.0108], [-0.0038, 0.0018, 0.0183], [0.0057, -0.0087, -0.0024], [-0.0008, -0.0129, -0.0009], [0.0012, -0.0003, 0.0008], [0.0015, 0.0008, -0.0020], [-0.0036, -0.0011, -0.0005], [-0.0026, 0.0015, 0.0010], [-0.0019, 0.0036, -0.0011], [0.0098, 0.0004, -0.0068], [0.0093, 0.0003, -0.0049], [0.0084, -0.0062, 0.0052], [-0.0013, -0.0048, 0.0035], [0.0149, 0.0152, -0.0018], [-0.0046, -0.0133, -0.0107], [-0.0133, 0.0058, 0.0101], [0.0046, 0.0177, 0.0004], [-0.0080, 0.0256, 0.0015], [-0.0019, -0.0128, -0.0053], [0.0170, -0.1194, -0.0423], [0.0108, -0.0020, -0.0037], [-0.0735, 0.1576, 0.0905], [-0.0004, 0.0014, 0.0025], [0.0064, -0.0143, -0.0054], [-0.0027, -0.0040, 0.0029], [-0.0039, 0.0021, 0.0052], [-0.0029, 0.0023, -0.0037], [0.0042, 0.0073, -0.0095], [-0.0201, -0.0056, 0.0040], [0.0014, 0.0050, 0.0199], [-0.0069, 0.0012, -0.0084], [0.0248, 0.0176, -0.0576], [0.0092, -0.0035, 0.0287], [-0.0238, -0.0163, 0.0194], [0.0047, 0.0053, -0.0021], [-0.0011, 0.0041, 0.0015], [0.0028, -0.0022, 0.0062]],
  "mulliken_charge": [3.02, -0.73, 0.19, -0.75, 2.24, -0.32, 0.93, -0.62, 1.61, -2.93, -0.40, -0.95, -0.45, -0.95, -0.29, 0.78, -0.27, -0.67, -0.77, -0.82, -0.27, 0.61, 0.46, 0.39, 0.55, 0.40, 0.44, 0.28, 0.61, 0.43, 0.40, 0.48, -0.85, -0.36, -0.37, -1.32, 0.53, -1.01, -0.28, -1.03, -0.24, 0.43, 0.64, -1.07, 0.07, -0.86, -0.89, 0.25, 0.45, 0.43, 0.48, 0.39, 0.46, 0.32, 0.51, 0.40, 0.46, 0.56, -0.28, -0.18, -0.43, -0.39, 1.80, -0.58, -0.06, -0.68, -0.80, -0.78, 0.53, -0.59, 0.57, -0.36, 0.48, 0.15, -0.35, 0.51, -0.34, -0.49, -0.43, 0.43, -0.39, 0.33, -0.39]
}